1.
C30H75Br2N3O9P | the ωB97M-V functional and the def2-TZVPD basis

**Kohn-Sham gap**: 0.2355 Ha
**Spin multiplicity**: 1
**Total charge**: -1

Last column: Mulliken charge in e.
Geometry (Å):
O  5.057  -6.947  2.024  -0.52
C  -5.550  -10.306  5.216  -1.26
C  -5.585  -8.952  4.526  0.34
N  5.217  3.210  -3.778  -0.83
Br  0.494  2.289  0.987  -0.22
C  -0.807  2.835  -3.430  -0.41
H  3.754  6.004  -4.323  0.29
O  1.224  -2.572  3.161  -0.48
H  -6.264  -11.000  4.761  0.37
H  1.669  -3.139  0.602  -0.01
H  -3.080  -4.130  6.842  0.39
C  2.422  -3.133  2.631  0.45
C  3.860  3.958  -3.678  0.45
H  -7.514  1.228  -7.182  0.37
H  -1.263  -3.795  3.784  0.32
H  -7.984  0.067  -3.614  0.34
H  1.531  6.433  -0.433  0.17
H  2.325  -4.903  3.880  0.26
C  2.094  6.459  -1.460  -0.69
H  -5.255  -8.088  2.569  0.30
C  0.991  2.073  -0.981  -0.16
H  3.571  10.648  1.083  0.39
H  -3.614  -4.364  3.751  0.44
H  -4.830  4.167  -1.364  0.26
H  6.267  -5.482  0.165  0.30
H  7.926  -5.746  0.751  0.37
H  5.734  3.522  -4.633  0.33
H  -1.744  -5.891  5.646  0.23
H  5.868  8.806  2.190  0.35
H  -8.733  2.349  -6.533  0.33
O  4.262  7.398  0.577  -0.46
H  -4.225  -9.470  2.918  0.32
H  5.106  -7.791  1.545  0.32
H  0.167  5.987  -2.580  0.30
C  3.880  8.519  1.370  0.45
C  1.270  5.544  -2.586  -0.09
H  3.203  6.103  -1.323  0.13
H  3.118  -2.307  2.448  0.39
H  1.669  5.682  -3.676  0.12
H  6.951  -7.102  0.140  0.33
H  1.631  -0.668  0.290  0.20
C  -4.152  3.393  -1.959  -0.49
H  -6.582  -8.510  4.634  0.26
H  -5.942  -9.729  2.531  0.40
H  -2.649  3.781  -0.290  0.15
H  -8.062  -0.470  -5.308  0.37
H  -1.048  1.722  -3.084  0.06
H  4.925  2.220  -4.008  0.35
H  -1.634  4.765  -2.745  -0.03
H  4.564  9.503  3.180  0.37
C  7.257  -7.382  2.889  -1.37
H  8.275  -6.994  2.990  0.37
H  -5.261  3.655  -3.932  0.06
H  5.322  5.520  -3.869  0.22
H  -4.548  -10.748  5.160  0.33
C  -7.688  2.028  -6.456  -1.32
C  1.017  0.701  -1.489  -0.17
C  6.376  -6.415  2.115  0.58
H  1.772  4.198  -0.663  0.15
C  3.876  9.770  0.505  -1.25
C  0.692  -0.554  -0.438  -0.93
C  3.023  -4.091  3.647  -1.01
H  3.230  -3.573  4.589  0.35
C  -8.220  0.380  -4.637  -1.39
H  3.955  -4.528  3.275  0.04
H  -3.430  3.294  -4.231  0.04
C  -2.054  -4.978  5.127  0.30
H  -0.309  -0.414  0.153  0.23
H  -3.128  -6.046  3.582  0.24
N  4.306  5.437  -3.628  -0.45
H  0.679  -1.554  -1.077  0.32
O  -4.658  -8.074  5.159  -0.47
H  -4.139  -5.557  4.962  0.32
N  3.204  3.686  -4.997  -0.63
H  -2.536  2.024  -0.961  0.20
H  4.870  9.957  0.082  0.32
H  1.381  -4.641  1.470  0.27
O  0.656  3.202  -3.516  -0.43
H  -9.284  0.642  -4.649  0.34
H  5.159  7.560  0.241  0.31
O  -7.582  2.642  -4.134  -0.54
C  -4.162  3.880  -3.524  0.13
H  -8.520  2.891  -4.184  0.32
H  2.159  7.591  -1.822  0.20
C  -2.667  3.158  -1.309  -0.49
H  0.600  -3.299  3.326  0.32
P  1.343  3.718  -1.980  0.44
C  -3.310  -5.253  4.315  -1.15
C  4.840  8.658  2.541  -1.37
O  -0.259  4.130  -1.340  -0.65
H  -3.771  -8.459  5.068  0.33
H  -2.550  -2.930  5.641  0.34
H  6.848  -7.558  3.890  0.33
H  4.842  7.746  3.148  0.32
H  3.016  -4.267  0.878  0.24
H  6.309  -5.464  2.655  0.25
C  -7.363  1.567  -5.044  0.59
H  3.896  3.864  -5.767  0.28
H  7.302  -8.357  2.391  0.34
Br  1.497  0.230  -3.361  -0.17
O  -4.016  5.368  -3.655  -0.59
H  -1.366  -3.672  6.709  0.35
C  -1.415  3.722  -2.206  0.49
H  3.746  3.990  -1.446  0.16
C  -2.282  -3.868  6.141  -1.36
C  3.187  3.395  -2.328  -0.73
H  2.869  8.327  1.744  0.26
O  -0.996  -4.606  4.248  -0.52
H  -6.303  1.295  -4.981  0.30
C  2.112  -3.838  1.320  -0.67
H  3.190  9.650  -0.340  0.29
H  3.558  2.282  -2.164  0.31
H  -1.241  2.922  -4.517  0.19
H  -4.717  2.352  -1.925  0.20
C  -5.238  -9.072  3.050  -1.25
H  -4.008  5.793  -2.747  0.36
H  2.367  4.280  -5.191  0.28
H  -5.790  -10.202  6.279  0.32
C  6.918  -6.170  0.715  -1.30
H  -7.072  2.891  -6.731  0.33

---

2.
C5H8NS | the ωB97M-V functional and the def2-TZVPD basis

**Kohn-Sham gap (alpha / beta)**: 0.2885 / 0.2884 Ha
**Spin multiplicity**: 1
**Total charge**: +1
**Energy above the lowest of the compared OMol25 structures with the same formula, charge and spin**: 85.3 kcal per mole

Last column: Mulliken charge in e.
Geometry (Å):
H  -0.312  -1.687  1.009  0.34
H  -1.880  0.934  -0.328  0.18
H  -1.598  -0.268  1.135  0.37
C  -1.304  0.877  -1.320  -0.68
C  -0.492  -0.659  1.146  -1.12
H  -1.706  1.796  -1.902  0.27
S  2.688  1.168  -0.992  0.21
H  -0.047  -0.523  2.118  0.37
C  3.048  -0.374  -0.554  -0.23
H  -1.609  -0.012  -1.931  0.30
H  3.617  -1.161  -0.857  0.44
N  0.052  0.637  -0.938  -0.36
H  2.100  0.231  1.326  0.39
C  0.360  0.006  0.092  0.76
C  1.906  0.013  0.271  -0.22

---

3.
C4H6O | the ωB97M-V functional and the def2-TZVPD basis

**Kohn-Sham gap**: 0.3977 Ha
**Spin multiplicity**: 1
**Total charge**: 0
**Energy above the lowest of the compared OMol25 structures with the same formula, charge and spin**: 43.1 kcal per mole

Last column: Mulliken charge in e.
Geometry (Å):
H  -0.493  -2.619  1.213  0.31
C  -0.023  -0.797  0.620  -0.44
C  0.339  -0.097  -0.630  -0.37
H  -0.669  3.557  -0.177  0.35
H  -0.316  -0.250  -1.469  0.27
H  -0.931  -0.343  1.071  0.31
C  0.181  1.350  -0.387  -0.32
C  -0.137  2.551  -0.319  -0.10
H  1.355  -0.417  -0.831  0.26
O  -0.239  -2.176  0.391  -0.51
H  0.808  -0.569  1.356  0.25

---

4.
C2H6O | the ωB97M-V functional and the def2-TZVPD basis

**Kohn-Sham gap**: 0.3992 Ha
**Spin multiplicity**: 1
**Total charge**: 0
**Energy above the lowest of the compared OMol25 structures with the same formula, charge and spin**: 17.7 kcal per mole

Last column: Mulliken charge in e.
Geometry (Å):
H  0.930  1.417  -2.635  0.32
H  -0.802  -0.770  -0.114  0.16
H  1.055  -0.112  -2.899  0.32
O  1.192  0.572  -2.205  -0.64
H  -0.264  0.203  2.722  0.22
C  -0.619  0.209  1.685  -0.42
H  -1.152  1.100  1.334  0.21
C  -0.416  -0.842  0.909  -0.40
H  0.075  -1.777  1.203  0.24

---

5.
H4N4O | the ωB97M-V functional and the def2-TZVPD basis

**Kohn-Sham gap**: 0.3728 Ha
**Spin multiplicity**: 1
**Total charge**: 0
**Energy above the lowest of the compared OMol25 structures with the same formula, charge and spin**: 15.1 kcal per mole

Last column: Mulliken charge in e.
Geometry (Å):
N  -0.372  -1.289  -0.360  -0.55
O  2.319  -0.157  0.208  -0.49
N  -0.950  1.017  -0.086  -0.59
N  0.132  0.085  -0.044  0.62
H  -1.060  1.460  0.780  0.26
H  0.464  -1.942  -0.237  0.28
H  -0.622  1.742  -0.776  0.29
N  1.318  0.568  0.203  -0.10
H  -1.228  -1.484  0.312  0.28

---

6.
C2H9N5S | the ωB97M-V functional and the def2-TZVPD basis

**Kohn-Sham gap**: 0.3459 Ha
**Spin multiplicity**: 1
**Total charge**: +2
**Energy above the lowest of the compared OMol25 structures with the same formula, charge and spin**: 9.2 kcal per mole

Last column: Mulliken charge in e.
Geometry (Å):
N  4.069  1.648  0.733  -0.47
H  4.883  6.170  1.465  0.27
N  2.161  2.854  -0.094  -0.31
C  3.209  2.614  0.489  0.61
H  4.011  0.888  0.087  0.32
N  3.666  4.349  1.085  0.33
H  -8.277  -9.167  -2.019  0.39
N  -7.804  -8.687  -1.228  -0.62
H  0.633  4.319  0.324  0.32
N  2.690  4.989  0.628  -0.38
H  5.061  1.998  0.688  0.29
C  1.736  4.287  -0.062  -0.31
H  -7.531  -9.294  -0.394  0.41
H  1.558  4.576  -1.181  0.30
S  5.018  4.798  1.796  0.04
H  -6.786  -8.489  -1.543  0.42
H  -8.299  -7.854  -0.775  0.41